A molecular structure, C24H38BrO15PSi2 in a non-equilibrium geometry. Source: OMol25; level of theory: wB97M-V/def2-TZVPD.

```
81
Properties=species:S:1:pos:R:3:mulliken_charge:R:1
C 2.15 3.15 -2.84 0.07
H -2.93 -2.93 3.45 0.37
H 1.57 -3.28 -1.43 0.20
Br 1.58 0.84 2.11 -0.31
C 0.67 -4.15 0.32 0.97
H 3.19 6.19 -3.02 0.34
C 0.32 -2.10 -7.64 0.50
H 0.35 5.97 -2.75 0.40
H 2.45 0.77 -3.98 0.52
O 1.60 -0.31 -6.99 -0.30
H 1.85 -2.14 -6.07 0.25
C -2.09 0.09 3.43 0.73
H 3.17 2.80 -2.65 0.10
C -4.02 3.30 6.21 0.51
H -4.80 4.05 6.37 0.25
H 2.50 -2.05 -7.72 0.33
C 0.45 -5.55 2.07 0.53
O -4.53 2.03 6.64 -0.35
H 0.20 -4.35 -1.77 0.40
H -0.29 -3.53 -6.15 0.33
H -0.50 -2.12 5.88 0.36
H -0.11 -3.40 0.46 0.06
H -1.86 -3.22 6.20 0.40
C 0.29 0.01 -6.86 0.69
C -3.62 3.26 4.76 -1.08
C -0.17 -3.47 -7.23 -1.42
C -0.37 4.03 -3.25 -0.74
O 0.80 -0.60 -0.75 0.05
O -0.10 1.10 -6.57 -0.53
H -3.13 4.19 4.45 0.39
C -2.36 -1.51 4.99 0.51
H -1.15 -3.66 -7.67 0.35
H 3.95 4.89 -2.12 0.33
H 2.36 1.39 -0.75 -0.16
H -2.95 2.42 4.56 -0.01
O 0.00 -6.38 2.79 -0.54
H 2.03 -2.90 1.46 0.17
P 3.96 -1.04 -1.52 0.15
C 1.17 2.25 -3.19 0.44
O -1.89 -0.17 4.74 -0.38
C -4.21 1.88 7.95 0.64
O -1.97 1.17 2.94 -0.55
C 1.59 0.77 -3.30 -0.63
O 4.59 -0.60 -0.03 -0.41
H 0.30 -2.00 -8.72 0.24
H -1.95 3.01 6.83 0.27
H 0.52 -4.25 -7.56 0.38
H -3.42 -1.44 5.28 0.29
C -2.21 -2.14 3.63 -0.37
H 2.73 -4.45 0.95 0.35
C 1.81 -3.95 1.27 -0.28
C -0.11 2.68 -3.41 -0.64
H -0.90 1.98 -3.68 0.46
H 1.74 -5.05 -1.31 0.40
C 1.91 4.49 -2.67 0.59
H -0.43 1.62 -0.11 -0.17
C 0.60 4.92 -2.89 -0.51
Si 0.12 0.38 0.44 0.73
O -0.50 -1.07 -7.08 -0.35
H -4.50 3.11 4.13 0.36
H 0.79 0.17 -3.76 0.28
C -2.87 3.50 7.16 -0.43
C 1.08 -4.21 -1.13 -1.54
H 2.81 5.92 -1.29 0.34
H -1.20 -2.53 3.45 0.15
H -1.37 4.39 -3.44 0.37
H 4.64 0.37 -0.06 0.33
C -1.57 -2.17 6.09 -1.56
O -3.33 2.84 8.34 -0.34
O 1.33 -4.59 2.46 -0.37
O 0.14 -5.41 0.75 -0.41
O 4.95 -0.25 -2.61 -0.49
H -1.73 -1.66 7.04 0.37
H -2.66 4.55 7.36 0.32
Si 2.06 0.19 -1.56 -0.02
C 3.01 5.43 -2.25 -1.51
C 1.68 -1.74 -7.08 -0.43
O -4.64 1.03 8.66 -0.54
H 4.78 0.70 -2.58 0.33
O -2.43 -1.03 2.75 -0.33
H -0.92 -0.43 1.07 -0.24
```

Values from the calculation:
- lowest unoccupied orbital energy (eV) = 0.028
- Kohn-Sham gap (eV) = 8.76
- E_tot (eV) = -151309.20534
- HOMO energy (eV) = -8.732

=====

A molecular structure, C24H38FN6O5PtS2. Source: OMol25; level of theory: wB97M-V/def2-TZVPD.

```
77
Properties=species:S:1:pos:R:3:lowdin_spin:R:1
H -2.41 6.83 2.58 0.00
C 2.49 0.40 2.09 0.00
S -0.36 -4.04 -2.94 0.31
C -2.64 3.95 4.08 0.00
C 2.23 1.92 3.95 0.00
H -1.46 0.97 -0.54 0.00
H 3.92 2.97 3.10 0.00
H 1.88 -3.28 0.98 0.00
C -2.83 5.29 4.77 0.00
C 2.34 -0.54 -4.93 0.04
H -3.58 3.39 4.12 0.00
H 2.43 -4.63 -1.08 0.00
H 0.10 3.25 3.54 0.00
C 3.17 -1.24 0.45 0.02
H -0.69 -4.65 -5.21 0.01
H 2.29 -4.95 1.33 0.00
C 3.03 3.18 3.70 0.00
H -4.72 5.64 3.97 0.00
C -1.86 2.43 0.94 0.00
C -1.10 1.46 0.36 0.00
O 0.63 -3.17 -3.69 0.15
H 2.94 -0.05 -6.83 0.00
S 1.23 -0.09 -3.68 0.26
H 1.53 -6.79 -0.35 0.00
C -1.75 -3.02 -2.42 0.00
H 2.44 3.94 3.18 0.00
C 0.91 0.01 0.32 0.01
H -1.90 3.39 4.65 0.00
H -3.21 5.18 5.78 0.00
H 1.38 2.09 4.60 0.00
O 3.13 -1.62 -0.83 0.30
C -3.16 4.90 1.92 0.00
N 2.29 0.11 -6.07 0.02
O 4.03 -1.65 1.19 0.05
H 3.43 0.15 2.57 0.00
H 0.59 -4.43 1.35 0.00
C 0.11 1.06 0.93 0.01
N -3.81 6.11 3.97 0.00
H 1.59 0.83 -6.21 0.00
F -3.04 2.76 0.38 0.00
H -1.97 -2.11 -4.36 0.00
N 3.42 -2.23 -3.62 0.09
H 3.43 -3.22 -3.85 0.00
H -0.12 -6.14 -0.31 0.00
O 0.58 -3.67 -1.23 0.50
O 0.43 -0.62 -0.68 0.13
N 1.73 1.31 2.69 0.00
H -1.90 5.86 4.79 0.00
N 3.27 -1.49 -4.79 0.01
C -0.25 2.71 2.67 0.00
H -2.31 -3.62 -1.69 0.00
C -3.35 6.27 2.55 0.00
H -4.09 6.85 2.01 0.00
C 0.85 -6.06 -0.80 0.02
H 3.36 3.60 4.65 0.00
H -3.96 7.02 4.41 0.00
H -3.49 -2.33 -3.49 0.00
H -1.36 -5.92 -4.14 0.00
H 2.84 1.16 4.44 0.00
C -1.33 -4.85 -4.35 0.15
C 1.44 -4.67 -0.61 0.02
H 4.27 -1.98 -3.12 0.00
H -3.07 -4.08 -5.37 0.01
C -1.45 3.10 2.11 0.00
C 2.16 -0.25 0.92 0.00
H -3.40 -4.75 -3.78 0.00
Pt 1.63 -1.84 -2.08 1.82
H -1.33 -2.14 -1.93 0.00
H -2.79 5.05 0.91 0.00
H -4.13 4.39 1.85 0.00
C -2.53 -2.79 -3.70 0.01
N -2.20 4.14 2.71 0.00
H 3.91 -1.68 -5.55 0.00
C -2.69 -4.16 -4.35 0.03
C 1.55 -4.31 0.85 0.02
H 0.74 -6.31 -1.86 0.01
C 0.53 1.69 2.11 0.00
```

Values from the calculation:
- energy above the lowest of the compared OMol25 structures with the same formula, charge and spin (kcal/mol) = 0.00
- lowest unoccupied orbital energy (spin up / spin down) (eV) = -6.962 / -9.678
- Kohn-Sham gap (spin up / spin down) (eV) = 8.57 / 5.95
- ⟨S²⟩ = 6.02
- E_tot (eV) = -72290.19494
- HOMO energy (spin up / spin down) (eV) = -15.528 / -15.630
- charge = +3
- multiplicity = 5

=====

A molecular structure, C24H38GaN2O11 in a non-equilibrium geometry. Source: OMol25; level of theory: wB97M-V/def2-TZVPD.

```
76
Properties=species:S:1:pos:R:3:mulliken_charge:R:1
H -1.57 -0.90 -2.13 0.21
H -0.05 -0.88 0.09 -2.22
H 2.59 4.45 -3.10 0.28
C -5.68 -2.41 4.65 0.42
H -2.57 1.18 -2.38 0.26
H -0.42 1.72 -3.50 0.25
H 1.90 1.97 0.14 0.27
O 4.51 -1.39 -3.02 -0.40
H -3.69 -1.68 4.56 0.48
H 4.32 0.14 -4.41 0.36
O 5.79 0.39 -0.33 -0.58
C 1.26 2.84 -3.63 -0.28
O -4.20 0.16 2.72 -0.60
H -3.73 0.49 -1.25 0.44
H 1.23 -1.79 -0.17 0.53
H 0.86 -1.46 -3.13 0.50
N 2.38 1.52 -0.63 -0.36
O -5.51 -3.36 5.56 -0.59
H 3.77 0.51 -2.75 0.32
H -2.45 1.54 -0.65 0.27
O -7.91 -3.09 4.60 -0.65
H 2.23 2.33 -3.61 -0.26
C 0.30 -3.27 2.86 1.04
Ga 0.96 0.72 -1.72 0.14
C -0.47 -0.03 -0.47 1.68
H 2.87 0.74 -0.18 -0.29
C 0.98 4.60 -1.75 0.54
O 2.94 -0.55 1.41 -0.54
C -2.54 -1.47 -0.28 -1.75
C -4.70 -1.61 4.20 -1.13
C 1.71 -0.90 -2.75 -0.48
H -6.38 -3.78 5.68 0.37
C 1.24 -2.62 3.75 -1.03
H 1.08 6.22 -0.30 0.38
H 1.21 -2.87 4.80 0.45
H -3.46 -1.81 -0.76 0.55
N 0.26 2.11 -2.86 -0.27
H 6.33 -1.92 -2.36 0.31
H -2.80 -0.94 0.63 0.29
H -1.90 -2.30 -0.01 0.26
O 3.00 -1.07 3.96 -0.65
C -7.41 -1.30 3.15 -0.97
H 1.31 3.81 -1.07 -0.18
O 2.56 -0.67 -3.90 -0.49
H -8.43 -1.23 2.79 0.42
H 6.17 -0.20 -2.62 0.30
H 5.61 -1.68 -0.18 0.28
C 2.13 -1.38 1.77 1.09
C -7.10 -2.31 4.14 1.05
H 2.61 5.86 -1.12 0.35
H 1.12 5.01 -3.85 0.36
H -5.73 0.85 1.64 0.36
O -0.53 -4.09 3.23 -0.69
C -2.68 0.77 -1.38 -1.48
C 3.81 -0.26 -3.53 -0.42
C 1.20 -2.05 0.88 -1.19
C 1.51 4.28 -3.14 -0.90
H 1.34 6.73 -1.97 0.34
H -0.69 0.75 0.26 0.55
H -0.10 4.63 -1.77 0.23
H -1.05 -4.16 1.29 0.30
O -0.56 -3.60 0.67 -0.62
H 2.22 -1.58 -2.06 0.39
H 4.17 -0.81 -0.77 -0.31
H 0.98 2.88 -4.68 0.49
C -6.43 -0.50 2.70 0.32
C 5.64 -1.08 -2.25 -0.74
C 0.33 -2.94 1.39 0.10
C 2.10 -1.73 3.24 0.10
C 1.53 5.93 -1.25 -1.44
C -5.01 -0.61 3.20 1.11
H 5.41 0.55 0.53 0.30
C 5.26 -0.85 -0.80 0.69
C -1.77 -0.46 -1.15 1.03
H 3.47 -0.49 3.34 0.39
O -6.61 0.44 1.79 -0.58
```

Values from the calculation:
- lowest unoccupied orbital energy (eV) = 0.090
- Kohn-Sham gap (eV) = 4.22
- E_tot (eV) = -103381.87642
- HOMO energy (eV) = -4.132
- charge = -1